Entry 1:
Entry from OMol25: a molecular structure, C36H61BN8OS4Sc (wB97M-V/def2-TZVPD).

Calculated values
Net charge: +3
Largest force on an atom (Eh/bohr): 0.0185
M (g mol⁻¹): 805.975
Electronic energy (eV): -116990.479
Kohn-Sham gap (eV): 7.795
Multiplicity: 1
E_HOMO (Ha): -0.58792
Energy above the lowest of the compared OMol25 structures with the same formula, charge and spin (kJ/mol): 52.3
LUMO (eV): -8.203

Geometry as XYZ:
```
112
Properties=species:S:1:pos:R:3:forces:R:3:mulliken_charge:R:1
Sc -0.506 0.365 0.246 -0.175 -0.150 -0.922 0.28
C -3.415 -3.764 -0.127 0.017 -0.004 -0.001 -1.82
C -2.135 -3.930 -0.882 -0.016 0.008 -0.002 0.04
C -1.610 -5.164 -1.159 -0.003 0.094 -0.005 -0.35
C -0.401 -5.290 -1.879 -0.107 -0.102 0.111 -0.36
N 0.239 -4.216 -2.264 0.173 0.000 -0.131 -0.37
N -0.263 -3.011 -1.988 -0.286 0.098 0.174 1.42
B 0.719 -1.993 -2.559 0.021 -0.302 0.444 -1.34
N 0.408 -0.553 -2.889 0.029 0.059 -0.266 0.13
N 0.445 -1.402 -3.936 -0.070 0.044 -0.291 0.42
C 0.403 -1.027 -5.186 0.008 0.022 -0.003 0.43
C 0.304 0.382 -5.372 -0.013 0.065 0.042 -1.13
C 0.348 1.272 -4.336 0.033 -0.036 -0.058 0.16
C 0.310 2.744 -4.551 0.010 0.058 0.031 -1.90
C 0.457 0.761 -2.981 0.048 -0.085 0.022 1.28
S 0.671 1.761 -1.625 -0.191 -0.062 0.251 -0.37
C 0.474 -2.026 -6.307 0.020 -0.070 -0.005 2.28
C 1.761 -1.728 -7.097 -0.031 0.032 0.018 -1.73
C -0.762 -1.840 -7.203 0.025 0.010 0.050 -1.77
C 0.506 -3.449 -5.749 -0.008 0.050 0.040 -1.58
N 2.160 -2.261 -2.176 0.107 0.125 0.224 0.46
N 2.915 -2.824 -3.128 0.002 -0.013 -0.206 -0.21
C 4.167 -3.082 -2.852 0.006 0.093 0.021 -0.01
C 4.718 -2.685 -1.606 -0.039 0.030 0.040 -0.47
C 3.946 -2.118 -0.634 0.062 -0.009 0.037 0.16
C 4.490 -1.709 0.696 0.018 -0.015 0.001 -1.84
C 2.569 -1.943 -0.940 -0.065 -0.094 -0.248 0.79
S 1.424 -1.480 0.265 -0.344 0.327 0.418 -0.31
C 5.009 -3.818 -3.875 0.018 -0.115 0.012 1.88
C 4.177 -4.217 -5.093 0.036 0.010 0.084 -1.41
C 5.549 -5.091 -3.194 -0.021 0.065 -0.058 -1.51
C 6.178 -2.925 -4.311 -0.057 0.001 0.017 -1.73
C -1.410 -2.793 -1.326 0.231 -0.081 -0.119 1.02
S -2.037 -1.190 -1.096 0.123 0.382 0.291 -0.23
C 0.240 -6.618 -2.247 0.069 -0.033 -0.082 2.11
C 1.655 -6.657 -1.650 -0.065 0.045 0.010 -1.35
C 0.324 -6.698 -3.781 -0.027 0.008 0.069 -1.24
C -0.572 -7.802 -1.723 0.025 0.059 -0.010 -2.36
H -3.838 -4.731 0.135 0.007 -0.003 0.001 0.43
H -4.143 -3.209 -0.720 -0.008 -0.006 0.001 0.39
H -3.243 -3.194 0.787 -0.026 -0.006 0.007 0.23
H -2.125 -6.050 -0.816 -0.005 -0.014 -0.026 0.67
H 0.227 0.757 -6.384 -0.012 -0.008 -0.006 0.45
H 0.115 2.986 -5.592 0.017 -0.004 -0.004 0.44
H 1.262 3.191 -4.254 0.003 -0.009 -0.008 0.39
H -0.454 3.198 -3.919 -0.014 -0.010 -0.016 0.40
H 1.731 -0.742 -7.564 0.011 -0.004 -0.004 0.42
H 1.873 -2.467 -7.890 -0.012 -0.004 -0.004 0.50
H 2.639 -1.782 -6.451 -0.007 0.015 -0.033 0.27
H -0.787 -0.858 -7.676 -0.008 0.003 -0.006 0.38
H -1.683 -1.982 -6.636 -0.014 -0.004 -0.026 0.41
H -0.734 -2.586 -7.995 0.006 0.004 -0.012 0.47
H 1.348 -3.596 -5.070 -0.031 -0.002 -0.029 -0.17
H 0.604 -4.155 -6.572 -0.004 0.002 -0.014 0.68
H -0.421 -3.683 -5.219 0.012 -0.014 0.000 0.31
H 5.773 -2.841 -1.422 -0.006 -0.029 0.002 0.47
H 5.564 -1.876 0.740 -0.001 0.000 -0.006 0.45
H 4.014 -2.277 1.497 -0.003 -0.001 0.000 0.40
H 4.289 -0.653 0.880 -0.001 -0.003 0.010 0.31
H 3.319 -4.824 -4.802 -0.003 -0.005 -0.030 0.17
H 4.794 -4.805 -5.770 0.021 0.016 -0.006 0.55
H 3.821 -3.340 -5.633 -0.019 -0.045 0.007 0.08
H 4.735 -5.713 -2.817 0.008 -0.010 0.004 0.21
H 6.225 -4.860 -2.370 -0.004 -0.030 0.009 0.40
H 6.108 -5.674 -3.925 0.021 -0.001 0.015 0.47
H 5.819 -2.024 -4.811 0.020 0.012 -0.001 0.36
H 6.806 -3.474 -5.012 0.010 0.011 -0.008 0.48
H 6.807 -2.628 -3.470 0.015 0.005 -0.008 0.34
H 2.235 -5.791 -1.974 0.025 -0.018 -0.010 0.02
H 2.167 -7.561 -1.980 -0.011 -0.014 0.008 0.47
H 1.618 -6.670 -0.559 0.033 0.019 0.002 0.41
H 0.902 -5.866 -4.185 0.016 -0.010 -0.004 -0.03
H -0.672 -6.686 -4.230 0.011 0.012 -0.021 0.38
H 0.810 -7.630 -4.066 -0.003 -0.002 -0.016 0.49
H -0.642 -7.800 -0.633 -0.006 -0.015 0.002 0.47
H -0.076 -8.726 -2.015 -0.008 -0.013 0.011 0.41
H -1.578 -7.825 -2.146 -0.001 -0.022 0.004 0.47
C -6.050 3.404 -0.428 -0.081 0.063 0.146 -1.16
N -4.966 2.474 -0.087 0.106 0.087 0.077 0.14
C -5.176 1.123 -0.598 0.047 -0.083 -0.039 -0.90
C -3.768 2.882 0.339 0.044 -0.293 0.367 0.43
S -2.351 2.075 -0.288 0.444 -0.052 -0.249 -0.22
N -3.632 3.916 1.167 -0.122 -0.014 -0.089 0.17
C -2.380 4.646 1.338 0.090 0.017 -0.038 -1.14
C -4.678 4.332 2.109 -0.102 0.051 -0.105 -1.19
H -6.385 3.166 -1.437 0.020 -0.019 0.011 0.41
H -5.697 4.429 -0.428 0.085 0.076 0.081 0.39
H -6.898 3.305 0.248 0.019 -0.001 0.038 0.36
H -6.197 0.827 -0.362 -0.008 0.023 0.000 0.42
H -4.487 0.427 -0.130 -0.027 -0.001 0.015 0.10
H -5.037 1.087 -1.681 -0.002 0.022 -0.004 0.36
H -1.707 4.454 0.510 -0.012 0.015 -0.003 0.38
H -1.902 4.362 2.277 0.010 -0.018 0.007 0.34
H -2.603 5.712 1.373 -0.026 -0.009 0.019 0.38
H -5.417 3.549 2.232 -0.068 -0.079 -0.079 0.40
H -5.164 5.255 1.796 -0.020 -0.003 -0.040 0.37
H -4.201 4.510 3.072 0.018 -0.006 -0.015 0.40
C -2.703 -0.447 2.667 0.157 0.070 -0.053 -1.00
C -1.279 -0.541 3.163 -0.172 -0.070 0.144 -0.27
O -0.405 0.296 2.335 -0.057 -0.193 0.139 0.05
C 0.828 0.690 3.012 0.119 0.231 -0.084 -0.28
C 1.503 1.749 2.167 -0.155 -0.105 0.076 -1.17
H -3.339 -1.082 3.283 0.014 -0.013 0.026 0.50
H -2.798 -0.791 1.633 -0.047 -0.009 0.008 0.08
H -3.064 0.578 2.740 -0.031 -0.009 -0.016 0.20
H -0.890 -1.561 3.139 0.036 0.020 -0.035 0.28
H -1.204 -0.165 4.182 0.054 0.016 -0.007 0.45
H 1.447 -0.198 3.141 -0.031 -0.024 -0.020 0.33
H 0.549 1.090 3.986 -0.012 -0.044 0.015 0.52
H 1.753 1.374 1.166 0.084 0.016 0.007 0.24
H 2.445 2.034 2.633 0.028 0.021 -0.047 0.48
H 0.882 2.643 2.096 0.007 0.013 -0.041 0.24
```
Forces are in eV/Å.

=====

Entry 2:
Entry from OMol25: a molecular structure, C44H42F5N7O4Se2W at a distorted geometry (wB97M-V/def2-TZVPD).

Calculated values
Net charge: +2
Largest force on an atom (Eh/bohr): 0.0419
⟨S²⟩: 2.020
M (g mol⁻¹): 1169.615
Electronic energy (eV): -211028.249
Kohn-Sham gap (alpha / beta) (eV): 6.432 / 6.323
Multiplicity: 3
E_HOMO (alpha / beta) (Ha): -0.46806 / -0.48456
LUMO (alpha / beta) (eV): -6.304 / -6.862

Geometry as XYZ:
```
105
Properties=species:S:1:pos:R:3:forces:R:3:mulliken_spin:R:1
W -0.393 -0.943 1.127 1.743 -1.073 0.324 1.69
C 0.484 -3.198 -1.374 0.177 -0.127 -0.117 0.02
C 1.538 -2.187 -1.051 -0.107 -0.275 -0.021 0.04
C 2.766 -2.312 -1.689 0.004 -0.235 -0.072 -0.01
C 3.751 -1.373 -1.504 0.245 0.072 -0.044 0.02
C 3.456 -0.268 -0.726 0.331 0.239 -0.019 0.00
C 2.226 -0.184 -0.120 0.164 0.458 0.313 0.10
N 1.298 -1.159 -0.209 0.169 -0.021 -0.640 0.00
C 1.795 1.008 0.638 0.412 -0.435 -0.296 0.00
C 2.522 2.169 0.758 0.400 0.094 -0.188 -0.02
C 1.957 3.242 1.417 0.033 0.170 -0.040 0.04
C 0.659 3.134 1.873 -0.027 0.478 0.148 -0.03
C -0.012 1.940 1.727 -0.617 0.071 0.339 0.07
N 0.576 0.883 1.168 0.314 0.786 -0.113 -0.07
C -1.395 1.697 2.184 0.441 0.215 -0.050 -0.01
C -2.130 2.705 2.750 0.010 0.449 0.072 0.00
C -3.406 2.441 3.213 -0.079 0.217 0.097 0.00
C -3.869 1.157 3.109 -0.110 -0.138 0.066 0.00
C -3.090 0.158 2.530 -0.086 -0.189 -0.163 0.00
C -3.652 -1.229 2.510 -0.127 0.198 0.086 0.03
N -1.865 0.441 2.025 -0.615 -0.040 0.266 0.00
H 0.395 -3.273 -2.461 0.031 -0.011 0.018 0.00
H -0.486 -2.947 -0.981 -0.219 0.069 0.112 -0.02
H 0.778 -4.187 -1.018 -0.012 0.008 0.038 0.00
H 2.930 -3.160 -2.343 -0.060 0.014 0.051 0.00
H 4.719 -1.480 -1.982 -0.081 0.036 0.055 0.00
H 4.177 0.527 -0.593 -0.009 -0.074 -0.037 0.00
H 3.516 2.240 0.338 -0.068 0.037 0.059 0.00
H 2.516 4.159 1.556 -0.044 -0.033 -0.021 0.00
H 0.187 3.973 2.365 0.070 -0.056 -0.044 0.00
H -1.712 3.698 2.834 -0.073 -0.065 0.048 0.00
H -4.012 3.215 3.667 0.063 -0.021 -0.041 0.00
H -4.843 0.893 3.496 0.012 -0.035 -0.041 0.00
H -4.599 -1.239 3.043 0.007 0.044 0.005 0.00
H -2.992 -1.924 3.017 0.133 -0.152 0.013 -0.01
H -3.833 -1.582 1.502 0.060 -0.097 -0.162 0.00
C 3.190 -3.067 1.916 0.001 -0.171 -0.190 0.02
C 1.827 -3.670 1.915 0.380 0.066 0.084 0.00
N 0.704 -3.076 1.568 -0.889 0.527 -0.097 -0.04
C -0.298 -4.009 1.727 -0.071 0.179 -0.119 0.07
C 0.224 -5.180 2.156 0.234 -0.152 0.046 0.01
N 1.564 -4.945 2.267 0.109 -0.055 -0.090 0.00
C -0.301 -6.543 2.448 -0.041 -0.096 0.058 0.00
O -1.609 -6.705 2.395 0.055 -0.078 -0.027 0.00
O 0.485 -7.412 2.709 -0.059 0.035 0.030 0.00
C -1.662 -3.607 1.388 0.231 0.228 -0.027 -0.02
O -2.652 -4.282 1.512 -0.130 -0.264 0.035 0.04
O -1.650 -2.379 0.899 -1.789 -1.189 -0.141 0.01
H 3.740 -3.355 1.015 -0.039 -0.009 0.025 0.00
H 3.118 -1.982 1.949 0.010 0.004 0.044 -0.01
H 3.764 -3.411 2.775 -0.008 0.011 -0.031 0.00
H 2.211 -5.660 2.575 0.058 0.000 0.020 0.00
H -2.086 -5.891 2.119 -0.044 0.017 0.016 0.00
C -4.834 2.135 -1.830 0.029 0.058 -0.073 0.00
C -3.897 3.061 -2.608 -0.091 -0.059 0.130 0.00
C -3.028 3.942 -1.714 0.007 -0.083 -0.117 0.00
C -2.038 3.170 -0.849 0.013 0.089 -0.127 0.00
N -0.954 2.557 -1.631 -0.055 0.119 0.075 -0.01
C -0.746 1.245 -1.850 0.019 0.181 0.115 0.05
Se -1.688 -0.190 -1.058 -0.241 0.017 -0.280 0.00
N 0.246 1.115 -2.741 0.277 -0.137 -0.177 0.00
C 0.737 -0.130 -3.350 -0.061 0.147 -0.133 -0.01
C 0.351 -0.297 -4.818 -0.104 0.020 0.051 0.00
C -1.089 -0.756 -5.065 -0.055 0.195 0.028 0.00
C -2.142 0.345 -4.902 0.069 -0.109 -0.046 0.00
C 0.729 2.380 -3.082 0.016 -0.289 -0.063 0.00
C 1.771 2.773 -3.916 0.096 -0.071 -0.056 0.00
C 2.011 4.130 -4.009 0.012 0.019 0.020 0.00
C 1.245 5.062 -3.288 0.028 -0.008 -0.002 0.00
C 0.217 4.663 -2.457 -0.036 0.101 0.082 0.00
C -0.030 3.296 -2.377 -0.234 -0.033 0.189 0.00
H -5.520 1.628 -2.511 0.028 0.015 0.057 0.00
H -5.435 2.703 -1.113 0.040 -0.054 -0.059 0.00
H -4.288 1.359 -1.287 -0.035 0.030 0.010 0.00
H -4.494 3.721 -3.239 0.034 -0.028 -0.058 0.00
H -3.263 2.475 -3.282 -0.045 0.059 -0.006 0.00
H -3.665 4.516 -1.035 0.032 -0.005 -0.020 0.00
H -2.490 4.664 -2.332 -0.033 0.044 0.061 0.00
H -2.547 2.368 -0.325 0.020 -0.131 0.132 0.00
H -1.582 3.834 -0.115 0.102 0.004 0.065 0.00
H 0.330 -0.953 -2.767 -0.027 0.124 -0.023 0.00
H 1.824 -0.129 -3.247 -0.029 0.060 0.066 0.00
H 1.037 -1.042 -5.229 0.018 0.021 -0.016 0.00
H 0.535 0.637 -5.359 0.056 -0.076 -0.014 0.00
H -1.325 -1.590 -4.396 0.008 -0.028 -0.078 0.00
H -1.140 -1.142 -6.084 -0.018 -0.022 0.020 0.00
H -2.330 0.571 -3.851 0.007 0.028 -0.029 0.00
H -3.093 0.033 -5.335 0.042 0.021 0.038 0.00
H -1.832 1.264 -5.409 -0.031 -0.053 0.040 0.00
H 2.369 2.055 -4.464 -0.064 0.070 0.019 0.00
H 2.810 4.485 -4.647 -0.053 -0.017 0.024 0.00
H 1.469 6.116 -3.386 -0.011 -0.056 0.002 0.00
H -0.359 5.385 -1.891 0.033 -0.054 -0.073 0.00
F 5.523 -1.038 5.735 0.025 -0.005 -0.004 0.00
C 4.294 -1.073 5.251 0.285 0.006 0.102 0.00
C 3.567 -2.245 5.293 0.000 -0.183 0.141 0.00
F 4.110 -3.344 5.801 -0.007 -0.011 -0.004 0.00
C 2.282 -2.271 4.785 -0.065 0.058 0.008 0.01
F 1.623 -3.430 4.821 -0.056 -0.046 0.065 0.00
C 1.700 -1.149 4.217 -0.078 0.057 -0.230 0.03
Se -0.136 -1.149 3.707 -0.327 0.353 0.471 -0.01
C 2.463 0.011 4.178 -0.008 -0.205 -0.048 0.01
F 1.981 1.128 3.617 -0.078 0.060 0.154 0.00
C 3.744 0.061 4.686 0.092 0.206 -0.048 0.00
F 4.451 1.186 4.627 -0.037 -0.027 -0.017 0.00
```
Forces are in eV/Å.

=====

Q: Among the records above, which one has the highest largest force on an atom?
A: C44H42F5N7O4Se2W